1.
DFT (ωB97M-V/def2-TZVPD) results for the ion CH3FNO2S with charge -1.

```
9
Properties=species:S:1:pos:R:3:forces:R:3:lowdin_charge:R:1
S 0.2908 -1.6613 -1.2131 -0.109 0.168 0.527 0.578
F 0.9460 0.4486 1.4007 0.584 0.403 1.414 -0.106
O -0.3898 -2.9531 -0.9487 -0.033 -0.235 -0.596 -0.590
O -0.1569 -0.9049 -2.4160 -0.103 -0.393 0.669 -0.573
N -0.5462 -0.8171 0.1380 1.511 3.601 -2.118 -0.222
C -0.1371 0.5170 0.5392 -2.582 -2.358 -0.361 -0.325
H -0.9325 -1.3494 0.8427 -0.791 -1.595 1.516 0.016
H -1.1153 0.9256 1.0639 2.399 0.084 -0.778 0.128
H 0.2994 1.0501 -0.3025 -0.876 0.325 -0.272 0.093
```
Positions in Å, forces in eV/Å.

Results
- Energy relative to the best compared isomer or geometry (same formula, charge and spin): 54.54 kJ/mol
- Charge: -1
- Gap between HOMO and LUMO: 7.7 eV
- Electronic energy: -743.225972 a.u.
- Highest occupied orbital energy: -3.477 eV
- LUMO: 4.26 eV

***

2.
DFT (ωB97M-V/def2-TZVPD) results for a structure of composition CH3FNOPS.

```
9
Properties=species:S:1:pos:R:3:forces:R:3:lowdin_charge:R:1
S 0.2767 -0.4903 2.2220 -0.493 -0.510 -2.922 0.978
P -0.5793 0.8873 -1.7306 0.931 -2.306 -0.891 0.855
F 0.1130 -2.1156 2.2928 0.037 -0.970 1.186 -0.534
O 0.2908 1.3059 0.8597 0.005 -1.260 -0.768 -0.187
N -0.1001 -0.7901 0.3901 0.669 -0.961 3.448 -0.138
C 0.0318 0.4465 -0.0267 -1.066 1.403 -0.653 -0.925
H 0.6304 0.3499 -2.4779 -1.362 0.832 0.885 -0.055
H -0.2528 2.1955 -1.7129 0.708 1.354 0.068 -0.144
H -0.4106 -1.7892 0.1837 0.571 2.418 -0.352 0.151
```
Positions in Å, forces in eV/Å.

Results
- Energy relative to the best compared isomer or geometry (same formula, charge and spin): 131.87 kJ/mol
- Charge: 0
- Gap between HOMO and LUMO: 9.4 eV
- Electronic energy: -1009.218314 a.u.
- Highest occupied orbital energy: -9.146 eV
- LUMO: 0.23 eV

***

3.
DFT (ωB97M-V/def2-TZVPD) results for an isolated molecule of CH3FO2.

```
7
Properties=species:S:1:pos:R:3:forces:R:3:lowdin_charge:R:1
F -1.5514 0.0372 0.1927 1.991 0.334 -0.471 -0.115
O 0.4150 1.2138 -0.0336 2.871 2.010 3.237 0.108
O 0.4288 -1.1072 -0.0376 0.417 0.398 1.130 0.031
C -0.1251 0.1131 -0.3762 -4.435 -4.473 -2.862 -0.529
H -0.3440 -0.0154 -1.5159 0.522 0.925 2.034 0.189
H 0.9104 1.1015 0.8657 -1.326 0.370 -2.228 0.192
H 0.2664 -1.3430 0.9049 -0.041 0.438 -0.841 0.124
```
Positions in Å, forces in eV/Å.

Results
- Energy relative to the best compared isomer or geometry (same formula, charge and spin): 70.57 kJ/mol
- Charge: 0
- Gap between HOMO and LUMO: 12.3 eV
- SMILES: OC(O)F
- Electronic energy: -290.228722 a.u.
- Highest occupied orbital energy: -11.808 eV
- LUMO: 0.45 eV

***

4.
DFT (ωB97M-V/def2-TZVPD) results for an isolated molecule of CH3FOS2.

```
8
Properties=species:S:1:pos:R:3:forces:R:3:lowdin_charge:R:1
S 0.7444 0.1765 -1.8398 1.893 -0.740 1.253 0.600
S 1.2105 -0.2180 0.0978 0.390 0.248 0.012 0.762
F 1.9572 1.0929 1.1474 -1.287 -0.894 -0.649 -0.512
O -0.6682 0.4642 -1.9489 -2.001 0.770 -0.823 -0.675
C -0.5311 -0.3794 0.6407 -0.044 1.381 -3.752 -0.302
H -0.6734 -0.1585 1.6255 0.003 0.351 2.708 0.016
H -0.9333 -1.3216 0.2998 0.381 -0.576 0.238 0.060
H -1.1061 0.3439 -0.0226 0.665 -0.541 1.014 0.052
```
Positions in Å, forces in eV/Å.

Results
- Energy relative to the best compared isomer or geometry (same formula, charge and spin): 126.50 kJ/mol
- Charge: 0
- Gap between HOMO and LUMO (spin up / spin down): 8.0 / 8.0 eV
- Electronic energy: -1011.287626 a.u.
- Highest occupied orbital energy (spin up / spin down): -8.923 / -8.920 eV
- LUMO (spin up / spin down): -0.95 / -0.95 eV